Here is a structure of composition C13H18Cl3N3O4PbS4 in a non-equilibrium geometry from the OMol25 dataset. Energies are from the ωB97M-V functional and the def2-TZVPD basis.

Computed properties:
**HOMO energy (spin up / spin down)**: -7.07 / -7.25 eV
**LUMO (spin up / spin down)**: -0.0843 / -0.0728 Ha
**Molar mass**: 722.1 g/mol
**Energy above the lowest of the compared OMol25 structures with the same formula, charge and spin**: 1.301 eV

Geometry as ORCA input:
```
! RIJCOSX wB97M-V def2-TZVPD def2/J DEFGRID3
* xyz 0 1
Pb 0.8634 1.0427 -0.3670
Cl 2.3121 -0.2962 -3.5469
C 2.7622 1.3016 -4.1730
Cl 3.2010 2.3982 -2.8456
H 1.9041 1.7152 -4.6992
H 3.6219 1.1858 -4.8311
S 3.4202 0.3210 0.3896
S 5.2799 -1.1569 2.5569
S 4.9243 -2.4418 1.1789
S 3.6504 -1.5102 -0.2778
O 1.8352 2.7936 0.9511
N 1.0322 3.4127 1.7268
N -0.2015 3.1619 1.6563
O -0.7716 2.3349 0.8262
C -1.0314 3.8437 2.5745
C -2.1430 3.2029 3.1004
C -2.9444 3.8785 4.0014
C -2.6499 5.1861 4.3541
C -1.5402 5.8195 3.8146
C -0.7214 5.1492 2.9268
H -2.3506 2.1874 2.8001
H -3.7987 3.3791 4.4323
H -3.2824 5.7094 5.0547
H -1.3132 6.8385 4.0845
H 0.1467 5.6155 2.4918
O -0.9064 -0.7044 -2.1224
C -0.5054 -1.7526 -1.6902
O 0.7194 -1.9073 -1.2159
C -1.3565 -3.0302 -1.5964
N -0.5296 -4.0653 -0.9711
C -0.3709 -5.1809 -1.9050
C -0.6093 -4.5556 -3.2762
C -1.7293 -3.5553 -2.9918
H -2.2480 -2.7760 -1.0151
H -0.8835 -4.3685 -0.0733
H 0.7736 -2.8584 -0.9145
H -1.1097 -5.9704 -1.7246
H 0.6277 -5.6100 -1.7995
H -0.8923 -5.3001 -4.0158
H 0.2879 -4.0362 -3.6144
H -2.6934 -4.0639 -2.9527
H -1.7919 -2.7505 -3.7207
Cl 0.2896 0.2271 3.0820
C 0.3463 -0.5383 1.4938
H -0.6591 -0.8991 1.2778
H 1.0358 -1.3766 1.5655
*
```

=====

Here is a structure of composition C13H18F3NNiO4SSi in a non-equilibrium geometry from the OMol25 dataset. Energies are from the ωB97M-V functional and the def2-TZVPD basis.

Computed properties:
**⟨S²⟩**: 2.06
**HOMO energy (spin up / spin down)**: -15.62 / -15.76 eV
**LUMO (spin up / spin down)**: -0.2740 / -0.3592 Ha
**Molar mass**: 428.1 g/mol

Geometry as ORCA input:
```
! RIJCOSX wB97M-V def2-TZVPD def2/J DEFGRID3
* xyz 2 3
C 0.1307 3.2830 -0.8441
Si -0.9675 1.7034 -0.8466
C -1.9992 1.6141 -2.5117
C 0.0637 0.0326 -0.7550
C 1.3524 0.0547 -1.7511
C 2.2898 -1.2764 -1.7797
F 3.7103 -0.7637 -1.8930
F 2.0737 -1.9797 -3.1000
N 2.2702 -2.1657 -0.5859
C 2.6950 -1.5309 0.7034
C 3.7287 -2.5799 1.4960
O 3.4970 -3.8945 1.6345
O 4.9664 -2.0578 2.1215
S 1.0042 -3.3141 -0.4791
O 0.2628 -3.3441 0.9148
O -0.1058 -3.2695 -1.5469
F 1.7310 -4.9001 -0.6095
C -2.1576 1.6198 0.7141
C -3.4917 0.6337 0.5196
C -4.5267 0.4554 1.7923
C -4.1548 1.2672 3.1715
C -2.8557 2.2658 3.3740
C -1.8224 2.4391 2.1024
H -0.5327 4.2568 -1.0380
H 0.6893 3.4121 0.1968
H 0.9256 3.2449 -1.7017
H -2.5820 0.5797 -2.6190
H -2.7064 2.5445 -2.6503
H -1.2274 1.6416 -3.3985
H -0.7286 -0.8095 -0.9632
H 0.3398 -0.0701 0.4016
H 0.9444 0.2206 -2.8522
H 2.0496 0.9918 -1.5081
H 3.2863 -0.5250 0.6160
H 1.8191 -1.3298 1.4795
H 4.7409 -1.6948 3.0454
H -3.6628 0.0621 -0.5137
H -5.4454 -0.2657 1.6596
H -4.8712 1.1194 4.0945
H -2.5872 2.8337 4.3711
H -0.8356 3.1010 2.1156
Ni 2.6895 -3.6059 -2.5770
*
```

=====

Here is an isolated molecule of C13H18FO6P in a non-equilibrium geometry from the OMol25 dataset. Energies are from the ωB97M-V functional and the def2-TZVPD basis.

Computed properties:
**HOMO energy**: -9.10 eV
**LUMO**: 0.0175 Ha
**Molar mass**: 320.3 g/mol
**Structure (SMILES)**: Cc1cccc(CO[P@](=O)(OCC(=O)O)OC[C@H](C)F)c1

Geometry as ORCA input:
```
! RIJCOSX wB97M-V def2-TZVPD def2/J DEFGRID3
* xyz 0 1
C 6.0853 0.4536 0.5854
C 4.6999 0.5913 0.0118
C 4.5074 1.3218 -1.1585
C 3.2426 1.4438 -1.7214
C 2.1534 0.8252 -1.1060
C 2.3393 0.0952 0.0571
C 1.1883 -0.6148 0.7142
O -0.0545 -0.0210 0.3114
P -1.3515 -0.6730 0.9466
O -1.4046 -0.5601 2.4039
O -1.3173 -2.1659 0.4085
C -2.5599 -2.8086 0.1200
C -2.3723 -3.8911 -0.9223
O -3.3042 -4.4809 -1.3386
O -1.1211 -4.0901 -1.3852
O -2.5140 0.0350 0.1651
C -3.0982 1.1878 0.8004
C -3.5368 2.2087 -0.2826
C -4.9714 2.6374 -0.0883
F -3.4567 1.6141 -1.5349
C 3.6104 -0.0242 0.6258
H 6.6953 -0.1301 -0.1014
H 6.5795 1.4093 0.7154
H 6.0576 -0.1050 1.5134
H 5.3656 1.7794 -1.6279
H 3.0986 1.9992 -2.6332
H 1.1703 0.9037 -1.5369
H 1.2084 -1.6495 0.3707
H 1.2870 -0.6233 1.7953
H -2.9691 -3.2886 1.0048
H -3.3030 -2.1304 -0.2841
H -0.5443 -4.4211 -0.6870
H -3.9736 0.8564 1.3442
H -2.3820 1.6614 1.4578
H -2.8531 3.0511 -0.3066
H -5.6122 1.8460 -0.4597
H -5.1830 2.8157 0.9612
H -5.1585 3.5318 -0.6709
H 3.7520 -0.5902 1.5322
*
```

=====

Here is a structure of composition C13H18GaN2O3 in a non-equilibrium geometry from the OMol25 dataset. Energies are from the ωB97M-V functional and the def2-TZVPD basis.

Computed properties:
**HOMO energy**: -12.33 eV
**LUMO**: -0.1917 Ha
**Molar mass**: 320.0 g/mol
**Energy above the lowest of the compared OMol25 structures with the same formula, charge and spin**: 0.000 eV

Geometry as ORCA input:
```
! RIJCOSX wB97M-V def2-TZVPD def2/J DEFGRID3
* xyz 1 1
Ga -0.3353 -1.4951 -0.0789
N -1.2023 -1.5092 1.8948
C -0.2302 -0.8586 2.8007
C 1.1751 -0.7516 2.1730
O 2.1244 -0.5934 2.9223
N 1.2334 -0.7893 0.8104
C 2.4258 -1.1618 0.0650
C 2.0886 -2.4136 -0.8448
O 3.0088 -2.9974 -1.4120
O 0.7656 -2.7646 -0.9324
H -1.4951 -2.4531 2.1522
H -2.0438 -0.9303 1.8150
H -0.4858 0.2070 3.0044
H -0.0732 -1.3526 3.7469
H 2.7583 -0.3582 -0.5735
H 3.2202 -1.4522 0.7644
C 0.8900 2.9177 0.6941
C 0.0086 2.0791 -0.2102
C -1.2724 1.6671 0.2039
C -1.8873 0.5828 -0.3944
C -3.2785 0.2371 0.0200
C -1.1641 -0.1523 -1.4009
C 0.0407 0.4355 -2.0109
C 0.6026 -0.1300 -3.2969
C 0.5603 1.5377 -1.3765
H 1.3971 2.2534 1.3935
H 0.3470 3.5978 1.3290
H 1.6302 3.4887 0.1361
H -1.8266 2.2437 0.9890
H -3.5214 -0.8196 -0.1214
H -4.0132 0.7685 -0.5864
H -3.4401 0.5251 1.0684
H -1.7883 -0.7150 -2.0819
H 1.0767 -1.1013 -3.2029
H 1.3695 0.5482 -3.6629
H -0.1604 -0.2426 -4.0379
H 1.4951 1.9525 -1.7584
*
```

=====

Here is a structure of composition C13H18N2S in a non-equilibrium geometry from the OMol25 dataset. Energies are from the ωB97M-V functional and the def2-TZVPD basis.

Computed properties:
**HOMO energy**: -8.17 eV
**LUMO**: 0.0237 Ha
**Molar mass**: 234.4 g/mol
**Energy above the lowest of the compared OMol25 structures with the same formula, charge and spin**: 9.498 eV

Geometry as ORCA input:
```
! RIJCOSX wB97M-V def2-TZVPD def2/J DEFGRID3
* xyz 0 1
S 1.9582 2.2314 -0.6599
C 1.2076 0.8592 -0.1126
N -0.1144 0.7589 0.3169
H -0.3570 0.0431 0.7574
C -0.7395 2.1980 0.2416
C -1.9707 1.7578 0.9748
C -3.0320 1.8863 0.2939
C -4.4893 1.4760 0.6014
C -4.5524 1.0253 1.9246
C -3.4330 1.0008 2.8106
C -2.1826 1.0541 2.2780
H -1.2682 1.0656 2.7534
H -3.4879 0.7968 3.7249
H -5.5495 0.7342 2.4969
H -5.3768 1.6079 -0.0093
H -3.0198 2.1428 -0.7535
H -0.7591 2.6206 -0.5604
H -0.1006 2.7635 1.0760
N 1.9251 -0.4005 -0.1045
C 1.5860 -1.7135 0.2800
H 2.3091 -2.2205 0.6115
C 1.3196 -2.5067 -1.0260
C 2.4372 -2.5972 -1.9283
C 3.1807 -1.1857 -2.0480
H 2.2543 -0.6183 -2.9831
C 3.2351 -0.4264 -0.8094
H 4.0751 -0.8403 -0.2480
H 3.6180 0.4352 -0.9760
H 4.1412 -1.1909 -2.6575
H 3.1752 -3.0957 -1.4064
H 2.1385 -3.0276 -2.9847
H 0.4154 -1.7670 -1.7922
H 0.7466 -3.3851 -0.8795
H 0.7099 -1.4821 0.7976
*
```

=====

Here is a structure of composition C13H18N2Sc in a non-equilibrium geometry from the OMol25 dataset. Energies are from the ωB97M-V functional and the def2-TZVPD basis.

Computed properties:
**HOMO energy**: -3.33 eV
**LUMO**: 0.1122 Ha
**Molar mass**: 247.3 g/mol
**Energy above the lowest of the compared OMol25 structures with the same formula, charge and spin**: 0.000 eV

Geometry as ORCA input:
```
! RIJCOSX wB97M-V def2-TZVPD def2/J DEFGRID3
* xyz -1 1
C -0.3359 0.9613 -2.9630
C 1.0713 1.0827 -2.7085
C 1.2456 1.9062 -1.5494
C -0.0513 2.2893 -1.0814
C -1.0328 1.6974 -1.9440
Sc 0.0564 -0.1653 -0.8959
N -1.3846 -1.4701 -1.1261
C -0.2203 -2.4197 -1.4085
C 1.1803 -1.8962 -1.5309
H 2.2012 2.2565 -1.1519
H 1.8731 0.6635 -3.3194
H -0.2565 2.9723 -0.2545
H -2.1119 1.8404 -1.8824
H -0.7941 0.4455 -3.8074
H 1.5268 -1.8895 -2.5676
H -0.2421 -3.2508 -0.6655
H -2.2482 -1.9815 -0.9912
H 1.8815 -2.3965 -0.8618
H -0.4914 -2.9057 -2.3745
C 2.3828 -0.0508 1.6727
C 1.0013 0.0916 2.1748
C 0.5344 0.1512 3.5111
C -0.8747 0.2503 3.4486
C -1.2279 0.2505 2.0769
C -2.5863 0.3064 1.5015
N -0.0777 0.1578 1.3223
H 2.5118 -0.9924 1.1099
H 3.0768 -0.0582 2.5231
H 2.6574 0.7834 1.0059
H 1.1746 0.1141 4.3843
H -1.5886 0.3061 4.2608
H -3.1830 -0.5430 1.8702
H -3.0933 1.2311 1.8187
H -2.5748 0.2624 0.4033
*
```